ORCA calculation (ωB97M-V/def2-TZVPD) on a 3-piece molecular cluster, C16H39BN2O5 overall.

Geometry (Å):
C  3.375  0.846  2.220
B  3.841  0.686  0.712
C  2.911  0.213  -0.477
C  3.402  -1.222  -0.930
C  4.934  -1.353  -1.184
O  4.232  -1.921  -0.015
H  3.735  1.792  2.663
H  2.277  0.769  2.279
H  3.851  0.055  2.833
H  4.979  0.993  0.489
H  2.937  0.822  -1.387
H  1.899  -0.002  -0.096
H  2.733  -1.796  -1.592
H  5.603  -0.533  -0.955
H  4.861  -1.937  -2.103
C  -4.241  -1.673  3.304
O  -3.898  -0.303  3.208
C  -4.138  0.442  4.397
C  -2.836  0.823  5.083
N  -2.179  -0.340  5.671
C  -0.795  -0.108  6.083
C  0.221  0.318  5.022
O  0.537  -0.684  4.071
C  -0.397  -0.817  3.015
H  -4.237  -2.089  2.297
H  -3.512  -2.228  3.903
H  -5.240  -1.805  3.728
H  -4.808  -0.088  5.080
H  -4.643  1.362  4.090
H  -3.048  1.550  5.873
H  -2.204  1.310  4.331
H  -2.187  -1.097  5.001
H  -0.440  -1.046  6.518
H  -0.794  0.631  6.891
H  1.159  0.529  5.543
H  -0.057  1.253  4.520
H  -0.844  0.139  2.731
H  -1.174  -1.539  3.279
H  0.133  -1.220  2.151
C  0.791  -1.524  -6.285
O  0.158  -0.287  -6.552
C  -1.250  -0.295  -6.337
C  -1.625  0.508  -5.103
N  -1.202  -0.162  -3.878
C  -1.257  0.674  -2.679
C  -0.415  1.950  -2.640
O  0.985  1.731  -2.579
C  1.599  1.453  -3.825
H  1.800  -1.476  -6.693
H  0.868  -1.711  -5.209
H  0.264  -2.353  -6.764
H  -1.647  -1.313  -6.286
H  -1.700  0.189  -7.209
H  -2.710  0.642  -5.080
H  -1.161  1.497  -5.206
H  -0.251  -0.488  -3.992
H  -0.935  0.043  -1.846
H  -2.303  0.935  -2.488
H  -0.668  2.471  -1.712
H  -0.662  2.647  -3.449
H  1.129  1.991  -4.651
H  1.600  0.378  -4.021
H  2.643  1.766  -3.760

SMILES string: CBC[C@H]1CO1.COCCNCCOC.COCCNCCOC
LUMO, eV: 0.67
Multiplicity: 1
Charge: 0

These are the natural (NBO) partial charges, in e, on atoms 1 to 4:
1. C -1.013
2. B 0.712
3. C -0.805
4. C 0.111